(1)
DFT (the ωB97M-V functional and the def2-TZVPD basis) results for one molecule with the formula C5H3NO at a distorted geometry.

Orbital gap (spin up / spin down)   7.6 / 7.6 eV
HOMO (spin up / spin down)   -9.08 / -9.08 eV
Relative energy (zero: lowest compared OMol25 entry of this formula, charge and spin)   450.8 kJ/mol
LUMO (spin up / spin down)   -1.53 / -1.52 eV

Last column: Mulliken charge in e.
Geometry (Å):
N -0.44 -2.75 -1.43  -0.3673
C -0.21 -1.79 -0.79  0.2787
C -0.31 -0.45 -0.06  0.7026
C 0.82 -1.06 0.29  -0.3708
O 1.28 1.28 0.87  -0.5320
C 0.22 1.69 0.39  0.1379
C -0.78 0.81 -0.18  -0.8046
H 1.12 -1.61 1.18  0.2277
H 0.01 2.77 0.38  0.3462
H -1.71 1.13 -0.64  0.3816

(2)
DFT (the ωB97M-V functional and the def2-TZVPD basis) results for one molecule with the formula C3H4F3NO at a distorted geometry.

Orbital gap (spin up / spin down)   9.0 / 9.0 eV
HOMO (spin up / spin down)   -9.26 / -9.27 eV
Relative energy (zero: lowest compared OMol25 entry of this formula, charge and spin)   427.8 kJ/mol
LUMO (spin up / spin down)   -0.27 / -0.27 eV

Last column: Mulliken charge in e.
Geometry (Å):
C 0.86 -0.30 -0.13  -0.6984
C -0.57 -0.60 -0.76  0.1973
C 0.86 0.92 0.67  0.1691
N -1.57 0.03 0.05  0.2248
O -1.24 1.10 0.56  -0.4029
F -0.63 -0.04 -2.00  -0.2746
F 1.26 2.05 0.12  -0.2042
F -1.79 -1.05 1.15  -0.3558
H 1.12 -1.17 0.47  0.3426
H 1.51 -0.20 -1.00  0.3285
H -0.77 -1.67 -0.88  0.3264
H 0.96 0.92 1.75  0.3473

(3)
DFT (the ωB97M-V functional and the def2-TZVPD basis) results for one molecule with the formula C10H10N2O at a distorted geometry.

Orbital gap   10.0 eV
HOMO   -9.41 eV
SMILES   N#C[C@]1(O)Cc2ccccc2[C@H]1N
Relative energy (zero: lowest compared OMol25 entry of this formula, charge and spin)   175.8 kJ/mol
LUMO   0.63 eV

Last column: Mulliken charge in e.
Geometry (Å):
C 2.28 -0.60 -0.92  -0.0750
C -2.73 -0.91 -0.68  -0.4095
C -2.61 0.28 -1.32  -0.5875
C -1.67 -1.53 0.00  -0.9200
C -1.45 1.06 -1.18  -0.6803
C -0.51 -0.75 0.25  0.9378
C -0.46 0.48 -0.38  0.3652
C 0.73 -1.11 0.95  -1.4642
C 0.80 1.17 -0.03  -0.3278
C 1.72 -0.16 0.32  0.9114
N 2.74 -1.01 -1.88  -0.5081
N 0.60 2.00 1.12  -0.6375
O 2.79 0.26 1.15  -0.5653
H -3.55 -1.63 -0.78  0.3329
H -3.54 0.78 -1.70  0.2997
H -1.77 -2.49 0.49  0.3993
H -1.18 1.92 -1.67  0.5327
H 0.71 -0.89 2.00  0.3336
H 0.93 -2.11 0.88  0.5484
H 1.12 1.81 -0.90  0.5622
H 0.38 1.35 1.83  0.2735
H 1.39 2.56 1.30  0.2825
H 3.28 -0.48 1.15  0.3960

(4)
DFT (the ωB97M-V functional and the def2-TZVPD basis) results for one molecule with the formula C5H7N3 at a distorted geometry.

Orbital gap   10.2 eV
HOMO   -9.45 eV
SMILES   C[C@@]1(C#N)N=CCN1
Relative energy (zero: lowest compared OMol25 entry of this formula, charge and spin)   268.1 kJ/mol
LUMO   0.76 eV

Last column: Mulliken charge in e.
Geometry (Å):
C 1.68 -0.60 -0.90  0.0381
C -1.25 0.68 -1.08  -0.1567
C -0.82 1.50 0.12  -0.5470
C 0.51 -0.42 -0.09  1.0015
C 0.20 -1.52 0.96  -1.2292
N 2.61 -0.76 -1.51  -0.4331
N -0.67 -0.42 -1.20  -0.5329
N 0.40 0.84 0.55  -0.3892
H -1.86 1.01 -1.90  0.4158
H -0.85 2.49 -0.16  0.3944
H -1.53 1.28 0.97  0.2123
H 0.82 -1.36 1.78  0.3422
H 0.38 -2.50 0.40  0.3354
H -0.92 -1.53 1.33  0.2671
H 1.30 1.31 0.74  0.2813

(5)
DFT (the ωB97M-V functional and the def2-TZVPD basis) results for one molecule with the formula C5H6N2O2 at a distorted geometry.

Orbital gap   8.2 eV
HOMO   -8.32 eV
Relative energy (zero: lowest compared OMol25 entry of this formula, charge and spin)   354.9 kJ/mol
LUMO   -0.14 eV

Last column: Mulliken charge in e.
Geometry (Å):
C -1.90 -1.28 0.36  -0.1261
C 0.29 -1.53 -0.34  -0.4838
C -1.09 -2.31 0.02  -0.1075
C -1.05 -4.01 -0.01  0.6108
C 1.02 0.88 -0.15  -0.7408
N -1.16 -0.15 0.43  -0.0677
N 0.09 -0.25 -0.04  0.1847
O -2.12 -4.54 0.12  -0.6254
O 0.09 -4.33 -0.28  -0.6406
H -2.91 -1.38 0.94  0.3157
H 1.11 -2.04 -0.66  0.5712
H 0.42 1.65 0.31  0.3074
H 1.86 0.71 0.50  0.3409
H 1.29 1.13 -1.17  0.2976
H -1.48 0.66 0.84  0.1635

(6)
DFT (the ωB97M-V functional and the def2-TZVPD basis) results for a 2-piece molecular cluster, CHF4PS2 overall at a distorted geometry.

Orbital gap (spin up / spin down)   7.1 / 7.6 eV
HOMO (spin up / spin down)   -9.09 / -9.14 eV
Relative energy (zero: lowest compared OMol25 entry of this formula, charge and spin)   192.2 kJ/mol
LUMO (spin up / spin down)   -1.95 / -1.50 eV

Last column: Mulliken charge in e.
Geometry (Å):
C 1.33 -0.78 -0.26  0.6484
F 2.52 -1.06 0.34  -0.2311
F 0.38 -1.21 0.64  -0.1870
F 1.16 -1.52 -1.35  -0.2240
F 0.72 1.44 0.64  -0.1434
P 1.22 1.02 -0.76  0.1486
S -2.61 1.41 0.31  -0.0613
S -2.18 -0.03 -0.97  -0.1379
H -2.54 0.72 1.40  0.1878

(7)
DFT (the ωB97M-V functional and the def2-TZVPD basis) results for an isolated ion of composition C7H12 and charge +1 at a distorted geometry.

Orbital gap (spin up / spin down)   10.3 / 6.6 eV
HOMO (spin up / spin down)   -14.66 / -14.64 eV
Charge   +1
Spin multiplicity   2
Relative energy (zero: lowest compared OMol25 entry of this formula, charge and spin)   124.5 kJ/mol
LUMO (spin up / spin down)   -4.31 / -8.09 eV

Last column: Mulliken charge in e.
Geometry (Å):
C 0.07 -0.41 2.30  -1.2607
C -0.28 -0.76 0.84  -0.1492
C 0.66 -0.15 -0.15  1.0572
C 0.23 -0.13 -1.46  -0.3421
C -1.15 -0.29 -1.97  -0.4628
C -1.89 0.81 -1.89  -0.6347
C 1.94 0.44 0.23  -1.5258
H -0.83 -0.17 2.87  0.3538
H 0.75 0.42 2.43  0.3928
H 0.48 -1.27 2.81  0.3175
H -0.32 -1.86 0.79  0.3632
H -1.30 -0.40 0.63  0.3196
H 0.84 0.21 -2.30  0.3889
H -1.60 -1.22 -2.27  0.3738
H -2.90 0.93 -2.27  0.2984
H -1.53 1.68 -1.33  0.2600
H 2.59 0.66 -0.64  0.4180
H 2.60 0.01 0.96  0.3898
H 1.64 1.49 0.41  0.4424